Record 1
The following is a quantum chemistry calculation of a cluster of 2 separate species, C6H14P2 in total, from the OMol25 dataset.

XYZ file:
```
22
Properties=species:S:1:pos:R:3:forces:R:3
C 2.1555 1.2765 -0.0735 -0.376 -4.648 0.201
C 2.1893 -0.1267 -0.0592 0.620 4.358 -0.621
C 2.5125 -0.9323 1.1859 -1.463 1.389 0.712
C 2.3198 -0.8754 -1.3659 0.781 -0.933 1.581
C -3.7583 1.8804 -0.0141 0.971 -1.353 3.773
C -2.2441 -1.2857 0.1236 1.389 0.568 -2.313
P -1.8884 1.8948 0.5712 0.227 -1.881 -1.255
P -0.9603 0.0730 -0.0185 -0.865 1.021 1.264
H 1.9747 1.7058 0.8782 0.269 0.977 0.605
H 2.0509 1.8065 -0.9985 -0.092 0.327 -0.176
H 2.8392 -0.2283 2.0569 -0.403 -1.497 -1.620
H 3.2993 -1.5498 0.7669 0.336 -0.617 1.027
H 1.5993 -1.5311 1.5321 1.376 0.515 -0.500
H 1.8097 -1.8569 -1.2169 -0.136 0.694 -0.737
H 3.3984 -1.1830 -1.2672 -0.673 0.293 -1.108
H 2.0588 -0.2946 -2.2741 0.231 -0.640 0.654
H -4.4876 1.3543 0.7420 1.284 1.236 -1.789
H -3.6870 1.5040 -0.9805 -0.481 -0.976 -1.572
H -3.7935 2.9360 -0.0576 -1.044 1.115 0.072
H -3.1521 -0.7769 0.0501 -1.898 0.166 -0.352
H -2.1689 -1.7217 1.0648 0.302 -0.720 1.763
H -2.0674 -2.0690 -0.6456 -0.355 0.607 0.391
```
Forces are in eV/Å.

Output
**Total charge**: 0
**Gap between HOMO and LUMO**: 0.26505 Eh
**ΔE to the lowest compared entry with this formula, charge and spin**: 2.670 eV

---

Record 2
The following is a quantum chemistry calculation of a cluster of 2 separate species, C26H51B2F6N4O12P2 in total, from the OMol25 dataset.

XYZ file:
```
103
Properties=species:S:1:pos:R:3:forces:R:3
C 1.0957 -4.5029 2.4610 -0.801 0.433 0.282
C 0.2636 -3.6762 2.1617 0.823 0.262 -0.528
C -0.7025 -2.5764 1.8194 -1.109 -0.518 0.926
B -2.1393 -3.3853 1.7583 -0.958 -0.886 -0.836
C -2.2938 -4.8701 1.2098 0.055 0.454 0.187
O -3.2996 -2.7954 2.2376 1.167 0.274 0.466
O -0.9227 -1.8386 3.0184 -0.012 0.883 -0.697
C 0.0391 -0.7824 3.2215 -0.380 -1.456 0.722
C -0.1479 -0.3816 4.7109 0.541 -0.756 0.296
C 0.7081 -1.3213 5.6306 -0.851 0.847 -0.301
C 0.1218 -2.7167 5.8180 1.628 -0.494 0.756
F -0.9432 -2.6936 6.7156 -0.206 0.198 -0.602
C -0.1224 0.2924 2.1124 2.262 2.047 1.593
C -0.8299 1.5559 2.6850 -1.126 0.752 0.515
C -2.1624 1.5311 3.4842 -0.502 0.423 0.417
N -2.0250 2.2732 4.7735 0.332 -0.559 -0.842
C 1.3280 0.9212 1.9198 0.490 0.158 -0.064
C 2.2905 0.9096 3.1368 0.538 0.754 -0.266
O 3.4586 1.6503 2.7285 -0.577 -0.244 0.065
N -0.7063 -0.2592 0.7912 -0.673 0.294 0.243
C -2.2360 -0.1804 0.8656 -1.646 -0.296 -0.088
C -2.9783 1.0970 0.3892 -1.570 -0.663 1.034
C -4.4243 0.9615 0.9905 -0.160 0.426 0.179
N -5.0152 -0.3386 1.1603 0.299 0.466 0.075
O -5.0325 1.9607 1.2550 0.043 0.164 -0.340
B -0.4764 0.6878 -0.3996 1.129 1.749 -3.038
O -0.8485 0.3839 -1.7043 -0.902 -0.765 1.482
O -0.0566 1.9827 -0.3142 -0.592 -1.179 1.159
C -0.5886 2.8965 -1.2745 0.654 2.067 -0.767
C -0.3032 -1.6913 0.5422 0.691 -2.516 0.759
C -0.9007 -2.4726 -0.6593 -0.051 -0.944 -1.648
C -0.4198 -2.3437 -2.1467 -0.287 -0.065 -1.251
C -0.0782 -3.7178 -2.8342 -0.285 0.849 -0.202
C 0.9897 -3.5591 -3.9370 -1.243 -0.959 0.919
F 2.2102 -3.5645 -3.3766 0.185 0.550 -0.376
F 0.9140 -4.6640 -4.7310 0.026 0.080 0.035
C 0.7687 -2.3349 -4.8803 1.868 -0.559 -1.190
F 1.4828 -1.2872 -4.4727 -0.671 0.321 0.489
F -0.5089 -2.0325 -5.0738 -0.218 0.197 0.556
F 1.2679 -2.6492 -6.0873 -0.116 -0.058 -0.003
P 1.5407 -1.9228 0.1949 3.896 1.659 -1.600
N 2.0571 -0.9002 -0.8571 -1.460 0.462 0.369
O 1.9067 -3.3714 -0.4335 -1.526 0.187 0.944
O 2.5562 -1.7767 1.4663 -1.213 -0.705 0.183
H 1.7737 -5.2239 2.8786 -0.141 0.096 -0.302
H -2.5886 -5.4937 2.0759 0.302 -0.022 -0.370
H -1.4013 -5.2716 0.7152 -0.280 -0.172 0.297
H -3.1530 -4.9268 0.5189 0.295 0.113 0.204
H -3.6042 -3.2384 3.0404 -0.415 -0.056 -0.273
H 1.0012 -1.3221 3.2328 -0.034 0.703 -0.783
H -1.1999 -0.5448 4.9851 0.284 0.361 -0.097
H 0.1606 0.6335 4.9671 -0.395 -0.090 -0.373
H 1.7507 -1.3388 5.2712 -0.342 -0.297 0.061
H 0.7398 -0.8191 6.6115 0.032 -0.417 -0.176
H 0.8970 -3.3302 6.3141 -0.263 0.129 -0.191
H -0.1349 -3.2455 4.8934 -0.374 0.376 0.198
H -0.9233 2.3766 1.9547 0.226 -0.689 -0.192
H -0.1382 2.0111 3.4128 0.010 -0.582 -0.282
H -2.5302 0.5314 3.7648 0.203 0.243 -0.443
H -2.9380 2.0756 2.9160 0.126 -0.715 -0.098
H -2.0752 3.2614 4.5445 -0.160 -0.034 0.440
H -2.8255 2.0083 5.3366 0.064 0.447 0.162
H 1.2558 1.9994 1.7036 -0.408 -0.502 -0.159
H 1.9095 0.5347 1.0808 -0.353 -0.201 0.205
H 1.8915 1.4712 3.9992 -0.209 -0.683 -0.119
H 2.6705 -0.0748 3.4247 -0.308 0.201 -0.017
H 3.1637 2.5688 2.7035 0.406 0.031 -0.104
H -2.5952 -0.4351 1.8704 0.846 0.194 -0.100
H -2.7370 -0.9610 0.2763 0.812 -0.030 -0.004
H -2.6681 2.0633 0.7880 0.351 -0.262 -0.420
H -3.2326 1.1371 -0.6827 0.731 0.066 0.205
H -4.8464 -0.5947 2.1368 0.248 -0.457 -0.298
H -6.0245 -0.1883 1.1317 0.114 0.062 -0.066
H -1.6813 -0.1025 -1.7496 0.298 -0.263 -0.413
H -0.3842 3.9074 -0.8824 -0.010 -0.445 0.044
H -0.0702 2.8858 -2.2560 -0.361 -0.488 0.762
H -1.6730 2.8689 -1.4340 0.266 -0.588 0.186
H -2.0003 -2.5130 -0.7512 0.293 0.385 0.745
H -0.6487 -3.5342 -0.4803 -0.193 0.509 0.612
H 0.3677 -1.6163 -2.3704 0.022 -0.227 0.739
H -1.2619 -1.9893 -2.7673 0.206 0.125 0.531
H -0.9738 -4.0892 -3.3552 0.263 -0.060 0.332
H 0.2668 -4.4812 -2.1270 0.065 0.126 -0.304
H 2.8055 -0.3281 -0.4832 0.088 -0.044 -0.327
H 1.3764 -4.1131 -0.1008 0.281 -0.082 0.136
H 3.0730 -2.5847 1.6001 -0.132 0.040 0.088
C 1.9053 6.8872 -7.2987 -0.049 0.292 -0.026
O 2.7798 6.1103 -6.4606 -2.592 -1.716 -1.651
P 2.0258 4.9454 -5.4957 4.482 0.370 6.156
O 1.8679 5.7733 -4.2498 -0.893 -0.026 -1.141
O 3.3680 4.0296 -5.4803 -0.498 -0.021 -0.300
C 4.6699 4.6064 -5.4406 0.305 -0.003 -0.185
O 1.0706 3.6545 -5.0550 -0.947 1.199 -2.639
C 1.6084 2.6281 -4.2372 0.382 -0.651 -0.140
H 2.5116 7.5924 -7.8622 0.081 -0.058 0.089
H 1.3781 6.2395 -8.0005 0.019 0.114 -0.078
H 1.1858 7.4379 -6.6894 0.026 0.001 0.000
H 4.7052 5.4886 -4.8012 -0.137 0.026 -0.049
H 4.9929 4.8567 -6.4496 0.018 0.119 0.047
H 5.3516 3.8571 -5.0386 -0.168 -0.084 0.015
H 2.1113 3.0470 -3.3636 0.063 0.096 -0.117
H 2.2884 1.9978 -4.8069 0.103 0.030 0.147
H 0.7786 2.0003 -3.9082 -0.140 0.171 -0.178
```
Forces are in eV/Å.

Output
**Total charge**: +1
**Gap between HOMO and LUMO**: 0.30766 Eh

---

Record 3
The following is a quantum chemistry calculation of a structure of composition C45H37InN5O4PSSe2, from the OMol25 dataset.

XYZ file:
```
96
Properties=species:S:1:pos:R:3:forces:R:3
In -0.2027 0.4773 -0.8705 0.638 2.248 -2.192
Se -4.2683 2.7172 -0.6729 0.601 -0.708 0.522
P -4.1922 0.7538 -1.6194 0.953 1.384 0.877
Se -2.3175 -0.2800 -2.3483 -0.564 0.246 0.564
C -5.0637 1.1710 -3.1055 -0.588 0.152 -0.037
C -4.4147 1.2661 -4.3157 -1.566 -0.414 -1.710
C -5.1647 1.6919 -5.4485 0.138 1.616 0.651
C -6.5038 2.1492 -5.3002 1.073 -1.368 0.626
C -7.1844 1.8677 -4.0907 2.430 0.844 0.477
C -6.3965 1.5812 -2.9545 -1.152 -0.571 -1.612
C -5.2088 -0.3829 -0.6556 0.194 -0.427 -0.050
C -5.0997 -0.4244 0.7506 -0.764 -0.316 -0.687
C -5.8907 -1.3289 1.4591 0.158 0.180 -0.546
C -6.6747 -2.2005 0.7114 -0.789 -1.114 0.181
C -6.8390 -2.1819 -0.6639 2.019 1.555 0.148
C -6.0532 -1.2339 -1.3500 -1.524 -0.630 -0.188
H -3.3877 0.9656 -4.4321 0.144 -0.006 0.019
H -4.6029 1.9098 -6.3782 -0.562 -0.257 0.578
H -6.9459 2.7706 -6.0611 -0.351 -0.448 -0.405
H -8.2166 2.0539 -3.9270 -0.719 0.454 -0.153
H -6.8999 1.6954 -2.0023 0.321 -0.487 0.197
H -4.4658 0.3168 1.1853 0.279 0.293 0.546
H -5.9900 -1.4167 2.5525 0.550 0.306 -0.625
H -7.1682 -2.9785 1.2611 -0.484 -0.199 0.267
H -7.4192 -2.8411 -1.2731 -0.522 -0.453 0.285
H -6.2974 -1.1611 -2.4212 0.849 0.217 0.431
O 1.8000 -5.0451 3.0073 -0.579 1.661 2.166
N 1.2798 -4.1319 3.6987 1.125 -2.885 1.477
O 1.4033 -3.9939 4.9306 0.358 -0.812 -1.947
C 0.4740 -3.2088 3.0370 -1.536 3.922 1.075
C -0.0497 -2.1517 3.8731 1.513 -1.767 -2.677
C -0.4364 -0.9277 3.2637 -1.157 -0.006 -1.294
C -0.8600 0.2137 3.9476 -0.045 1.829 1.332
C -1.4153 1.3419 3.3198 0.699 -1.959 -0.496
C -1.4842 1.2853 1.8963 1.223 0.998 0.794
N -0.8901 0.3129 1.2145 -1.003 -0.109 0.978
C -0.4891 -0.8036 1.8503 0.267 -0.775 1.288
C -0.0816 -1.9316 1.0774 1.019 -0.854 -2.133
N -0.0590 -1.7009 -0.2763 1.103 -1.804 -0.485
C 0.2718 -2.7007 -1.1292 -0.918 0.569 2.980
C 0.5268 -3.9919 -0.6322 0.573 -1.234 -0.026
C 0.7886 -4.2315 0.7130 -0.587 0.840 -0.489
C 0.4273 -3.1591 1.6081 -0.189 0.276 -0.047
H -0.0316 -2.3027 4.9347 0.082 0.194 0.231
H -0.6051 0.2467 5.0197 -0.569 0.059 -0.424
H -1.6746 2.2514 3.8531 -0.130 -0.320 -0.079
H -1.8090 2.1828 1.3524 -0.041 -0.585 -0.135
H 0.3032 -2.4919 -2.1637 -0.112 0.373 -0.953
H 0.5660 -4.8673 -1.3180 0.328 0.999 0.345
H 1.2388 -5.1899 1.0681 -0.902 1.191 -0.446
C 4.7594 -0.8229 4.6184 0.787 0.684 -0.213
C 5.0451 -1.2383 3.1298 -2.665 -0.334 -0.182
C 4.0404 -2.3888 2.7438 1.399 0.533 0.998
C 6.4436 -1.7374 2.8866 0.905 0.037 1.518
C 4.7243 -0.0162 2.2570 -1.036 0.660 0.523
C 5.6885 0.9948 2.1628 0.466 0.693 -1.412
C 5.5571 2.1022 1.3241 -1.466 1.685 0.491
C 4.2807 2.4741 0.7974 0.152 -2.991 0.864
S 3.6797 3.9397 0.0348 -0.317 -1.895 0.077
C 2.1454 3.0899 -0.1397 -1.141 -1.984 1.418
N 2.0240 1.8858 0.4628 0.674 1.615 -1.580
C 3.2392 1.4609 0.9421 1.195 0.950 1.812
C 3.4436 0.2599 1.7515 -0.001 0.552 -1.688
C 0.9815 3.6260 -0.8481 -0.383 0.606 -1.052
C 0.9900 4.9966 -1.2971 -1.032 -1.778 -0.453
C -0.0719 5.4450 -2.0895 0.099 -0.658 -0.011
C -1.0784 4.5598 -2.5097 1.384 0.727 0.963
C -1.0730 3.2527 -2.0485 0.061 0.363 0.815
C -0.0796 2.7203 -1.1985 0.001 0.850 -0.276
H 4.4810 -1.6834 5.2011 -0.180 -0.519 0.271
H 3.9580 -0.0335 4.7638 1.016 -0.898 -0.477
H 5.7246 -0.4726 5.0489 -0.722 0.162 -0.079
H 4.3692 -3.2702 3.3085 -0.159 -0.036 -0.255
H 4.1257 -2.5701 1.6714 -0.545 -0.069 0.059
H 3.0654 -2.1153 3.1365 -0.366 -0.087 -0.507
H 6.7458 -2.6169 3.5216 -0.734 0.402 -0.889
H 7.0836 -0.9692 3.3108 0.573 0.180 -0.432
H 6.6506 -1.8696 1.8258 0.079 -0.190 0.114
H 6.6149 0.9225 2.7101 0.195 -0.230 -0.139
H 6.3035 2.8915 1.2441 0.338 -0.497 0.243
H 2.5961 -0.4839 1.7725 1.106 0.978 0.029
H 1.8523 5.6283 -1.1649 0.092 0.174 0.457
H -0.1499 6.4726 -2.4128 0.310 0.134 -0.033
H -1.8325 4.9736 -3.1488 -0.536 -0.227 -0.163
H -1.9958 2.7386 -2.2058 -0.077 -0.801 -0.462
O 3.1375 -0.7008 -0.8658 -1.214 0.694 -2.046
C 2.7485 -0.3819 -2.0120 1.066 -0.925 0.605
C 3.5550 -0.7430 -3.2770 1.406 -0.454 -0.031
C 2.7049 -0.2609 -4.4441 -0.331 0.674 -0.177
C 1.3400 0.0282 -3.7795 -0.593 0.967 0.607
O 0.2311 0.1463 -4.3015 1.966 -0.364 0.619
N 1.5669 0.1937 -2.3840 -0.924 -1.083 0.198
H 3.7541 -1.8372 -3.2856 -0.423 0.534 0.090
H 4.6012 -0.3140 -3.2858 -1.236 -0.172 0.274
H 2.5505 -0.9377 -5.2936 0.268 0.130 0.263
H 3.1528 0.6987 -4.8091 -0.738 -0.688 0.053
```
Forces are in eV/Å.

Output
**Total charge**: 0
**Gap between HOMO and LUMO**: 0.17925 Eh
**ΔE to the lowest compared entry with this formula, charge and spin**: 3.694 eV